## P
The ion C5H13NS with charge +1, computed with ωB97M-V with the def2-TZVPD basis set.

Its molar mass is 119.23 g mol⁻¹. The HOMO energy (alpha / beta) is -12.9458 / -12.8876 eV. As for the LUMO energy (alpha / beta): -2.897 / -7.647 eV. The calculation puts the gap between HOMO and LUMO (alpha / beta) at 10.049 / 5.241 eV.

Geometry as ORCA input:
```
! RIJCOSX wB97M-V def2-TZVPD def2/J DEFGRID3
* xyz 1 2
C -1.50 1.12 0.10
C -2.33 -0.05 -0.45
S -2.24 -0.31 -2.28
C -0.07 1.12 -0.54
N 0.76 0.02 -0.25
C 1.69 0.03 0.85
C 2.27 -1.32 1.14
H -1.35 0.92 1.16
H -1.92 2.07 -0.16
H -1.91 -0.96 -0.03
H -3.39 0.06 -0.26
H -2.09 -1.64 -2.20
H -0.21 1.26 -1.62
H 0.43 2.07 -0.31
H 0.99 -0.57 -1.05
H 2.44 0.81 0.66
H 1.08 0.42 1.68
H 3.16 -1.23 1.75
H 1.57 -2.02 1.59
H 2.62 -1.78 0.22
*
```

## Q
A cluster of 2 separate species, C5H13NS in total, computed with ωB97M-V with the def2-TZVPD basis set.

Its molar mass is 119.23 g mol⁻¹. The HOMO energy (alpha / beta) is -14.7987 / -14.7184 eV. As for the LUMO energy (alpha / beta): -8.461 / -8.524 eV. The calculation puts the gap between HOMO and LUMO (alpha / beta) at 6.337 / 6.194 eV.

Geometry as ORCA input:
```
! RIJCOSX wB97M-V def2-TZVPD def2/J DEFGRID3
* xyz 1 2
C 1.97 0.86 1.22
C 2.74 0.64 -0.06
S 2.54 -1.06 -0.56
C 0.59 0.18 1.00
N -0.35 1.01 0.55
C -1.93 -1.40 -1.03
C -2.89 -0.23 -0.67
H 1.85 1.91 1.47
H 2.41 0.35 2.06
H 2.40 1.27 -0.88
H 3.81 0.82 0.05
H 0.02 1.51 -0.28
H 0.84 -0.63 0.18
H 0.25 -0.33 1.91
H -0.96 -1.04 -1.37
H -2.41 -2.13 -1.69
H -1.76 -2.00 -0.11
H -2.42 0.29 0.16
H -2.80 0.50 -1.48
H -3.91 -0.52 -0.50
*
```

Short version: Q is the least stable of them.

## P
A structure of composition C16H18N3O8P2Ru, computed with ωB97M-V with the def2-TZVPD basis set.

Its molar mass is 543.35 g mol⁻¹. The HOMO energy (alpha / beta) is -7.8562 / -7.9909 eV. As for the LUMO energy (alpha / beta): -0.231 / -0.202 eV. The calculation puts the gap between HOMO and LUMO (alpha / beta) at 7.626 / 7.789 eV.

Geometry as ORCA input:
```
! RIJCOSX wB97M-V def2-TZVPD def2/J DEFGRID3
* xyz 0 2
Ru -0.60 0.50 -0.42
O -1.07 -0.56 1.11
C -2.03 -1.48 1.03
C -2.78 -1.72 2.19
C -3.77 -2.68 2.20
C -4.04 -3.44 1.07
C -3.31 -3.22 -0.08
C -2.31 -2.24 -0.13
C -1.53 -2.11 -1.34
N -0.77 -1.11 -1.56
N 0.11 -1.19 -2.63
C 1.01 -0.28 -2.50
O 1.04 0.57 -1.48
C 2.09 -0.15 -3.51
C 3.08 0.81 -3.33
C 4.09 0.94 -4.27
C 4.12 0.11 -5.38
C 3.13 -0.85 -5.55
C 2.12 -0.98 -4.62
H -2.55 -1.14 3.06
H -4.33 -2.85 3.11
H -4.82 -4.20 1.08
H -3.49 -3.81 -0.97
H -1.52 -2.92 -2.06
H 3.04 1.46 -2.47
H 4.86 1.69 -4.14
H 4.91 0.21 -6.11
H 3.16 -1.50 -6.42
H 1.35 -1.73 -4.74
N -3.06 4.73 0.05
C -2.48 3.39 0.46
C -3.23 2.83 1.66
P -0.68 3.60 0.64
O -0.44 4.39 2.02
O -0.35 4.50 -0.50
O -0.12 2.21 0.80
P -2.80 2.33 -1.04
O -1.54 2.56 -2.01
O -4.09 2.84 -1.57
O -2.64 0.89 -0.57
H -3.35 5.29 0.85
H -3.86 4.51 -0.58
H -2.32 5.23 -0.47
H -3.15 3.50 2.51
H -2.79 1.87 1.92
H -4.28 2.66 1.43
H -0.18 3.79 2.72
H -1.01 3.37 -1.79
*
```

## Q
A structure of composition C16H18N3O8P2Ru, computed with ωB97M-V with the def2-TZVPD basis set.

Its molar mass is 543.35 g mol⁻¹. The HOMO energy (alpha / beta) is -7.5167 / -7.8244 eV. As for the LUMO energy (alpha / beta): 0.131 / -0.218 eV. The calculation puts the gap between HOMO and LUMO (alpha / beta) at 7.648 / 7.607 eV.

Geometry as ORCA input:
```
! RIJCOSX wB97M-V def2-TZVPD def2/J DEFGRID3
* xyz 0 2
Ru -0.07 -0.17 0.46
O -1.42 -0.82 1.67
C -2.60 -1.20 1.18
C -3.24 -2.29 1.80
C -4.46 -2.73 1.37
C -5.12 -2.11 0.31
C -4.52 -1.03 -0.30
C -3.26 -0.57 0.10
C -2.72 0.64 -0.46
N -1.48 0.94 -0.35
N -1.12 2.28 -0.55
C -0.12 2.54 0.24
O 0.45 1.65 1.02
C 0.43 3.91 0.28
C -0.05 4.90 -0.58
C 0.47 6.18 -0.53
C 1.47 6.49 0.39
C 1.94 5.51 1.25
C 1.43 4.23 1.20
H -2.72 -2.76 2.63
H -4.93 -3.58 1.86
H -6.09 -2.46 -0.03
H -5.02 -0.51 -1.11
H -3.38 1.40 -0.88
H -0.83 4.64 -1.29
H 0.10 6.94 -1.20
H 1.87 7.49 0.43
H 2.72 5.75 1.97
H 1.79 3.45 1.86
N 2.56 -3.65 0.51
C 2.26 -2.73 -0.66
C 3.17 -3.06 -1.83
P 2.40 -1.04 0.00
O 3.98 -0.85 0.05
O 1.70 -0.04 -0.88
O 1.77 -1.15 1.38
P 0.44 -3.11 -1.00
O 0.36 -3.29 -2.59
O -0.41 -1.92 -0.66
O 0.28 -4.43 -0.33
H 2.35 -3.15 1.38
H 3.51 -4.01 0.50
H 1.80 -4.40 0.41
H 4.22 -2.94 -1.55
H 2.96 -2.37 -2.65
H 2.99 -4.07 -2.20
H 4.25 0.02 0.38
H -0.08 -2.53 -2.99
*
```

Short version: P is the least stable of them.

## P
The ion C3H5NO2S with charge -2, computed with ωB97M-V with the def2-TZVPD basis set.

Its molar mass is 119.14 g mol⁻¹. The structure (SMILES) is O=C([O-])NCC[S-]. The HOMO energy is 0.2774 eV. As for the LUMO energy: 6.157 eV. The calculation puts the gap between HOMO and LUMO at 5.879 eV.

Geometry as ORCA input:
```
! RIJCOSX wB97M-V def2-TZVPD def2/J DEFGRID3
* xyz -2 1
O -1.28 1.15 1.86
C 0.05 1.30 1.72
O 0.94 1.43 2.60
N 0.55 0.93 0.42
C -0.34 0.19 -0.55
C 0.07 -1.23 -0.92
S -0.80 -1.83 -2.56
H 1.62 0.83 0.34
H -1.47 -0.01 -0.21
H -0.26 0.66 -1.56
H 1.10 -1.47 -0.97
H -0.18 -1.95 -0.18
*
```

## Q
The ion C3H5NO2S with charge -2, computed with ωB97M-V with the def2-TZVPD basis set.

Its molar mass is 119.14 g mol⁻¹. The structure (SMILES) is N[C@H](C[S-])C(=O)[O-]. The HOMO energy is 0.4914 eV. As for the LUMO energy: 6.179 eV. The calculation puts the gap between HOMO and LUMO at 5.687 eV.

Geometry as ORCA input:
```
! RIJCOSX wB97M-V def2-TZVPD def2/J DEFGRID3
* xyz -2 1
N -0.05 -0.37 -1.53
C -0.28 0.37 -0.22
C 0.89 0.14 0.77
S 2.62 0.21 0.11
C -1.69 -0.11 0.31
O -2.49 0.85 0.49
O -1.89 -1.32 0.51
H 0.96 -0.56 -1.46
H -0.06 0.29 -2.29
H -0.42 1.44 -0.40
H 0.77 -0.82 1.27
H 0.84 0.86 1.59
*
```

Short version: P is the least stable of them.

## P
A structure of composition C19H32AgN7O11P2S2, computed with ωB97M-V with the def2-TZVPD basis set.

Its molar mass is 768.45 g mol⁻¹. The HOMO energy is -3.2975 eV. As for the LUMO energy: 4.090 eV. The calculation puts the gap between HOMO and LUMO at 7.388 eV.

Geometry as ORCA input:
```
! RIJCOSX wB97M-V def2-TZVPD def2/J DEFGRID3
* xyz -2 1
Ag -0.78 -0.31 2.04
O 0.45 -1.91 3.89
P -1.12 -2.10 4.34
O -1.20 -3.05 5.47
O -1.65 -0.70 4.40
O -1.68 -2.81 2.98
P -3.00 -2.48 2.05
O -2.59 -3.33 0.74
O -4.22 -3.06 2.65
O -2.94 -1.01 1.67
H 0.86 -2.78 3.82
H -1.91 -2.84 0.25
C 0.17 1.77 -4.02
C -0.97 2.39 -3.21
C -0.45 2.96 -1.90
C -2.11 1.39 -2.98
N -1.68 0.16 -2.35
C -1.60 -0.15 -1.06
N -1.02 -1.33 -0.95
N -0.78 -1.74 -2.21
N -1.17 -0.86 -3.07
H 0.86 2.55 -4.34
H -0.20 1.25 -4.91
H 0.74 1.06 -3.43
H -1.41 3.20 -3.79
H -0.02 2.17 -1.26
H -1.23 3.44 -1.31
H 0.35 3.69 -2.09
H -2.58 1.12 -3.92
H -2.87 1.82 -2.32
H -1.98 0.46 -0.25
C -4.76 1.43 2.90
N -3.58 2.12 3.38
C -3.11 1.93 4.75
C -1.65 2.40 4.69
N -1.54 2.97 3.34
C -2.62 2.62 2.60
S -2.73 2.85 0.93
H -4.49 0.43 2.53
H -5.21 2.00 2.09
H -5.46 1.34 3.72
H -3.17 0.88 5.02
H -3.71 2.53 5.44
H -0.97 1.55 4.80
H -1.43 3.16 5.44
H -0.65 2.89 2.86
C 2.32 -5.26 -3.41
C 2.86 -3.93 -2.98
C 2.97 -2.87 -3.87
C 3.40 -1.63 -3.46
C 3.75 -1.45 -2.13
C 3.68 -2.49 -1.22
C 3.23 -3.73 -1.65
S 4.23 0.15 -1.56
O 4.77 0.91 -2.66
O 5.07 -0.03 -0.40
N 2.77 0.79 -1.18
C 2.87 2.10 -0.50
C 2.84 1.93 1.02
C 1.56 1.24 1.47
O 0.84 1.81 2.31
O 1.29 0.13 0.91
H 1.92 -5.21 -4.42
H 1.51 -5.58 -2.75
H 3.09 -6.04 -3.39
H 2.66 -3.02 -4.90
H 3.46 -0.79 -4.14
H 3.94 -2.32 -0.18
H 3.13 -4.54 -0.94
H 2.24 0.16 -0.56
H 2.03 2.72 -0.83
H 3.78 2.61 -0.82
H 2.89 2.91 1.51
H 3.70 1.33 1.31
*
```

## Q
A structure of composition C19H32AgN7O11P2S2, computed with ωB97M-V with the def2-TZVPD basis set.

Its molar mass is 768.45 g mol⁻¹. The HOMO energy is -2.8033 eV. As for the LUMO energy: 4.007 eV. The calculation puts the gap between HOMO and LUMO at 6.811 eV.

Geometry as ORCA input:
```
! RIJCOSX wB97M-V def2-TZVPD def2/J DEFGRID3
* xyz -2 1
Ag -1.39 -1.59 0.18
O 1.26 -2.44 3.42
P -0.27 -2.02 2.98
O -1.10 -1.97 4.20
O -0.12 -0.76 2.15
O -0.56 -3.28 2.02
P -2.15 -3.78 1.86
O -2.01 -4.61 0.48
O -2.52 -4.72 2.94
O -2.96 -2.52 1.64
H 1.14 -3.14 4.08
H -1.85 -4.03 -0.29
C 4.88 -1.26 2.43
C 4.48 0.12 1.91
C 3.46 0.80 2.81
C 3.98 0.06 0.45
N 2.97 -0.93 0.13
C 1.65 -0.79 -0.08
N 1.16 -1.94 -0.48
N 2.19 -2.80 -0.45
N 3.28 -2.23 -0.09
H 5.42 -1.16 3.37
H 5.51 -1.79 1.71
H 3.99 -1.86 2.62
H 5.38 0.74 1.87
H 2.53 0.24 2.83
H 3.25 1.81 2.45
H 3.83 0.86 3.83
H 4.82 -0.13 -0.21
H 3.55 1.03 0.20
H 1.11 0.14 -0.04
C -5.40 -0.33 1.31
N -4.47 0.41 2.14
C -4.32 0.00 3.53
C -3.08 0.79 3.97
N -2.44 1.16 2.70
C -3.28 0.84 1.66
S -2.93 1.16 0.05
H -5.16 -1.39 1.35
H -5.32 0.03 0.29
H -6.42 -0.16 1.68
H -4.12 -1.08 3.58
H -5.21 0.25 4.11
H -2.42 0.18 4.57
H -3.35 1.71 4.51
H -1.50 0.79 2.57
C -0.19 5.58 -1.26
C 0.07 4.40 -2.15
C 1.31 3.75 -2.13
C 1.55 2.67 -2.96
C 0.55 2.23 -3.81
C -0.68 2.86 -3.85
C -0.92 3.94 -3.02
S 0.87 0.82 -4.83
O 2.11 1.03 -5.55
O -0.29 0.57 -5.66
N 1.12 -0.29 -3.65
C 0.98 -1.71 -4.05
C -0.48 -2.20 -3.99
C -1.08 -1.97 -2.59
O -1.64 -2.92 -2.02
O -0.98 -0.80 -2.10
H 0.62 5.74 -0.56
H -1.12 5.43 -0.70
H -0.31 6.49 -1.86
H 2.08 4.10 -1.45
H 2.50 2.15 -2.95
H -1.44 2.47 -4.52
H -1.88 4.44 -3.03
H 0.39 -0.16 -2.90
H 1.59 -2.29 -3.35
H 1.40 -1.83 -5.05
H -0.53 -3.26 -4.21
H -1.06 -1.64 -4.72
*
```

Short version: Q is the least stable of them.